No. 1
{
  "formula": "CH4N4",
  "method": "ωB97M-V with the def2-TZVPD basis set",
  "elements": ["C", "N", "N", "N", "N", "H", "H", "H", "H"],
  "xyz": [[-0.4881, -0.1313, 0.2164], [-3.0933, -0.3266, 1.2134], [-2.1186, -0.2921, 0.7393], [-0.1543, -1.0862, -0.5740], [-0.0830, 0.9739, 0.6588], [-0.8087, -1.7411, -0.7855], [0.7627, -0.9194, -1.1255], [-0.8794, 1.7021, 0.8642], [0.8427, 1.3616, 0.2872]],
  "atomic_forces_ev_per_a": [[-2.21, -1.14, -0.83], [-1.09, -0.11, 0.37], [2.57, -0.20, -0.69], [3.54, 3.75, 0.71], [-0.35, 3.33, -0.04], [-1.95, -3.16, -1.13], [-1.67, -0.89, 0.73], [2.27, -1.15, -0.04], [-1.11, -0.43, 0.92]],
  "nbo_charge": [0.82, 0.49, 0.01, -0.66, -0.70, 0.48, 0.53, 0.52, 0.53],
  "multiplicity": 1,
  "e_above_lowest_kj_mol": 87.35,
  "smiles": "N#[N+]C(N)=[NH2+]",
  "total_charge": 2,
  "gap_ev": 11.3
}

No. 2
{
  "formula": "C4H7P3",
  "method": "ωB97M-V with the def2-TZVPD basis set",
  "elements": ["C", "C", "C", "C", "P", "P", "P", "H", "H", "H", "H", "H", "H", "H"],
  "xyz": [[-2.6870, 1.2831, -0.5863], [-0.1403, 1.0396, 0.9138], [1.2557, 1.0446, 1.5385], [-0.5218, -0.8389, -1.0343], [-3.2621, 1.3831, 0.9538], [-1.4202, 1.1614, 2.0326], [-0.3880, 0.9894, -0.8936], [-3.1734, 1.6853, -1.5243], [1.2480, 1.6507, 2.3997], [2.0377, 1.3848, 0.9056], [1.3547, 0.0116, 1.9563], [0.1696, -1.3275, -1.6592], [-1.5599, -1.0599, -1.4002], [-0.4450, -1.2536, -0.0500]],
  "atomic_forces_ev_per_a": [[2.86, 0.88, -1.88], [-0.94, 0.81, 0.34], [-1.50, -2.02, 0.18], [-2.01, -0.09, 0.04], [-0.42, -0.10, -0.68], [1.45, -0.03, 0.45], [-3.22, 0.68, 0.94], [0.33, -0.94, 1.11], [-0.01, 0.92, 1.05], [0.68, -0.17, -0.70], [0.78, 0.65, -0.64], [0.99, -0.30, -0.95], [1.05, 0.08, 0.23], [-0.03, -0.37, 0.52]],
  "nbo_charge": [-0.82, -0.69, -0.66, -0.94, 0.38, 0.33, 0.79, 0.22, 0.23, 0.22, 0.23, 0.23, 0.25, 0.23],
  "multiplicity": 1,
  "e_above_lowest_kj_mol": 194.70,
  "gap_ev": 7.4
}

No. 3
{
  "formula": "C8H14O3",
  "method": "ωB97M-V with the def2-TZVPD basis set",
  "elements": ["C", "C", "C", "C", "C", "C", "C", "C", "H", "H", "H", "H", "H", "H", "H", "H", "H", "H", "H", "H", "H", "H", "O", "O", "O"],
  "xyz": [[2.2241, 0.2871, 1.9044], [0.8158, 0.2158, 1.2707], [-0.1854, -0.1750, 2.3845], [0.7672, -0.6759, 0.0679], [-0.4865, -0.3873, -0.6984], [-0.7602, -0.9356, -2.0753], [-1.9084, 0.0461, -2.5267], [-0.6114, 1.0914, -0.9821], [2.3582, -0.7386, 2.4295], [3.0550, 0.4012, 1.1538], [2.2962, 1.1186, 2.7027], [-0.1297, -1.2706, 2.5381], [-1.2443, 0.0462, 2.0886], [0.0216, 0.4037, 3.2416], [0.8800, -1.7336, 0.2934], [1.5476, -0.3925, -0.6648], [-1.3146, -0.6299, -0.0394], [-1.0835, -1.9526, -2.1432], [0.1040, -0.7261, -2.7375], [-2.9468, -0.3925, -2.4661], [-1.8091, 0.3778, -3.5618], [0.2714, 1.4391, -1.5046], [-1.7705, 1.2333, -1.6876], [-0.6780, 1.7839, 0.2307], [0.5871, 1.5661, 0.7815]],
  "atomic_forces_ev_per_a": [[0.45, -0.60, 0.97], [0.11, 0.60, 0.89], [-1.11, -0.60, -2.07], [0.69, -0.35, -1.68], [-0.65, -0.41, 0.38], [-0.28, 1.50, -0.84], [-0.38, -0.20, 0.02], [0.40, -0.97, 0.57], [0.01, 1.72, -0.75], [-0.93, 0.00, 0.69], [-0.19, -1.34, -1.34], [0.12, 0.63, 0.29], [0.94, -0.12, 0.12], [0.28, 0.35, 1.19], [0.04, -0.11, 0.17], [0.35, -0.19, 0.68], [-0.53, -0.01, -0.04], [0.04, -0.66, 0.01], [-0.27, -0.48, 0.31], [1.04, 0.53, 0.47], [0.21, -0.10, -0.01], [0.41, 0.38, -0.48], [-1.08, -0.26, -0.81], [-1.07, 0.21, 0.20], [1.41, 0.49, 1.05]],
  "nbo_charge": [-0.62, 0.24, -0.64, -0.42, -0.27, -0.43, -0.07, 0.37, 0.22, 0.22, 0.23, 0.21, 0.23, 0.22, 0.22, 0.21, 0.21, 0.22, 0.20, 0.19, 0.18, 0.13, -0.51, -0.25, -0.29],
  "multiplicity": 1,
  "e_above_lowest_kj_mol": 347.62,
  "smiles": "CC1(C)C[C@@H]2CCO[C@H]2OO1",
  "gap_ev": 10.5
}

No. 4
{
  "formula": "C24H58P2ReSi4Te",
  "method": "ωB97M-V with the def2-TZVPD basis set",
  "elements": ["P", "P", "C", "C", "H", "H", "H", "H", "C", "H", "H", "H", "C", "H", "H", "H", "C", "H", "H", "H", "C", "H", "H", "H", "Re", "C", "C", "C", "C", "C", "C", "C", "C", "C", "H", "H", "H", "H", "H", "H", "H", "H", "H", "H", "H", "H", "H", "H", "H", "C", "Si", "C", "C", "Si", "Te", "Si", "C", "C", "C", "Si", "C", "C", "C", "H", "H", "H", "H", "H", "H", "H", "H", "H", "H", "H", "H", "H", "H", "H", "H", "H", "H", "H", "H", "H", "H", "H", "H", "H", "H", "H"],
  "xyz": [[-1.0692, 4.6013, -2.1457], [2.4999, 3.9919, -2.3357], [0.3508, 5.8856, -2.6333], [1.6113, 5.3039, -3.3637], [0.6426, 6.4288, -1.6931], [-0.1612, 6.5938, -3.3373], [1.3274, 4.8924, -4.3603], [2.3582, 6.1274, -3.4575], [3.5988, 5.2151, -1.4686], [4.3131, 4.6389, -0.8572], [3.0188, 5.9353, -0.8597], [4.1267, 5.7352, -2.2784], [3.6477, 3.5696, -3.6905], [4.3138, 4.4336, -3.7831], [3.1372, 3.4003, -4.6484], [4.2259, 2.6913, -3.3841], [-2.1308, 5.8831, -1.4895], [-3.0583, 5.4141, -1.1700], [-2.3367, 6.5864, -2.2955], [-1.6607, 6.4177, -0.6634], [-1.7299, 4.5533, -3.8481], [-1.0163, 4.2359, -4.6257], [-2.0577, 5.5698, -4.0832], [-2.6111, 3.9023, -3.8476], [-0.6608, 1.1218, -0.2484], [2.5367, 1.3488, -1.5141], [1.9491, 1.7328, -0.2956], [1.4064, 3.0755, 0.1574], [-0.1112, 3.4909, 0.2829], [-1.1709, 3.1534, -0.7783], [-0.9005, 2.0926, -2.0232], [0.4326, 2.2717, -2.7379], [1.6468, 1.2671, -2.7166], [-2.4670, 0.1455, -0.2580], [3.2131, 0.4743, -1.4652], [2.3028, 1.2012, 0.6134], [1.9549, 3.8844, -0.4004], [1.7961, 3.2577, 1.1811], [-0.4048, 3.3158, 1.3351], [-0.0739, 4.6006, 0.1917], [-2.1839, 3.4638, -0.5569], [-1.7817, 2.1842, -2.6705], [0.7941, 3.2602, -2.2709], [0.2193, 2.4983, -3.7872], [1.2636, 0.2589, -2.8857], [2.2294, 1.5955, -3.6048], [-2.4223, -0.9850, -0.2661], [-3.1341, 0.5202, -1.0635], [-2.8451, 0.4742, 0.7453], [2.8000, -4.7212, 1.8169], [1.3798, -4.3264, 2.9951], [0.9095, -5.9252, 3.8926], [1.9605, -3.0860, 4.2909], [-0.3554, -3.2752, 1.7441], [0.4787, -1.2610, 0.4089], [-1.0503, -4.9504, 0.2296], [-1.4884, -6.6083, 1.0291], [-2.5634, -4.3137, -0.6997], [0.3444, -5.2302, -1.0084], [-2.0931, -2.9794, 3.3079], [-2.5242, -4.5417, 4.2836], [-1.5530, -1.6409, 4.5197], [-3.6273, -2.3802, 2.3910], [3.6910, -4.9658, 2.4156], [3.0442, -3.8572, 1.1841], [2.5797, -5.5769, 1.1643], [1.8304, -6.3554, 4.3180], [0.2150, -5.7534, 4.7253], [0.4701, -6.6850, 3.2351], [2.1054, -2.0891, 3.8529], [1.2561, -2.9973, 5.1285], [2.9272, -3.4270, 4.6920], [-2.2438, -6.5204, 1.8198], [-1.9087, -7.2692, 0.2543], [-0.6146, -7.1229, 1.4481], [-2.3967, -3.3040, -1.0971], [-2.7635, -4.9788, -1.5536], [-3.4641, -4.2904, -0.0730], [0.8105, -4.2813, -1.3030], [1.1280, -5.8899, -0.6148], [-0.0700, -5.6991, -1.9133], [-1.7794, -4.7722, 5.0561], [-3.4834, -4.3851, 4.8016], [-2.6409, -5.4321, 3.6545], [-0.9918, -0.8484, 4.0087], [-2.4429, -1.1819, 4.9751], [-0.9271, -2.0373, 5.3292], [-3.4031, -1.5703, 1.6845], [-4.1229, -3.1888, 1.8391], [-4.3514, -1.9922, 3.1229]],
  "atomic_forces_ev_per_a": [[1.24, 3.51, -1.05], [2.56, 3.05, -1.53], [1.13, -0.78, 0.51], [-0.78, 0.21, 0.74], [-0.29, -0.45, -0.89], [0.00, -0.69, 0.91], [0.29, 0.38, 0.65], [-0.71, -0.50, -0.38], [0.01, -0.34, -0.15], [-0.18, 0.50, -0.03], [0.40, -0.41, -0.16], [0.09, 0.14, 0.58], [0.40, -0.13, -0.03], [0.04, -0.33, -0.35], [0.21, -0.10, 0.30], [0.07, 0.16, -0.35], [-0.53, -0.16, 0.57], [-0.31, 0.32, 0.16], [-0.03, 0.02, 0.20], [-0.13, -0.10, 0.09], [-0.54, -1.43, -0.19], [-0.24, -0.08, 0.54], [0.11, -0.21, 0.21], [0.04, 0.11, -0.42], [0.85, -4.48, 0.27], [-3.28, -1.43, 2.10], [1.60, -0.52, 0.68], [0.03, 0.90, 0.84], [1.02, 2.00, 0.41], [0.69, 2.74, -3.62], [-0.08, -1.22, 1.24], [-0.44, 0.70, -0.09], [-0.46, 2.23, -1.46], [-0.67, -0.60, 0.34], [0.04, 0.80, 0.09], [0.38, 0.40, -0.87], [-0.92, -1.01, 0.38], [-0.47, -0.47, -0.31], [-0.50, -0.18, -0.61], [0.16, -0.37, 0.79], [-0.40, -0.79, 0.56], [0.17, -0.77, 0.34], [-0.29, -1.65, -0.91], [0.05, -0.18, 0.02], [0.29, -0.10, 0.14], [-0.40, -0.79, 0.24], [-0.22, 1.41, -0.11], [0.25, -0.27, 0.48], [-0.14, -0.31, -0.57], [0.02, 0.08, 0.08], [0.89, 0.16, 0.16], [-0.38, 0.07, -0.12], [0.12, -0.02, -0.05], [-0.85, -1.21, 0.45], [0.27, 0.92, 0.00], [-0.05, -0.15, -0.51], [0.00, 0.06, 0.13], [-0.05, -0.08, -0.09], [-0.08, -0.01, -0.10], [-0.27, 0.42, 0.24], [0.10, -0.10, -0.09], [-0.13, 0.12, 0.05], [-0.18, 0.05, 0.07], [-0.19, 0.02, -0.19], [0.00, -0.19, 0.09], [0.05, 0.22, 0.17], [-0.15, 0.24, -0.17], [0.17, -0.04, -0.22], [0.10, 0.18, 0.17], [0.00, -0.17, 0.13], [0.15, -0.02, -0.21], [-0.24, 0.12, -0.03], [0.16, -0.02, -0.17], [0.12, 0.24, 0.12], [-0.18, 0.15, -0.11], [-0.02, -0.14, 0.03], [0.00, 0.17, 0.19], [0.21, -0.01, -0.12], [-0.04, -0.17, -0.01], [-0.18, 0.16, -0.07], [0.15, 0.08, 0.18], [-0.13, 0.10, -0.21], [0.22, 0.07, -0.17], [0.02, 0.19, 0.12], [-0.06, -0.08, 0.11], [0.22, -0.09, -0.03], [-0.11, 0.09, -0.21], [-0.05, -0.22, 0.17], [0.13, 0.17, 0.08], [0.12, -0.09, -0.16]],
  "mulliken_spin": [0.02, 0.00, 0.01, 0.00, 0.00, 0.00, 0.00, 0.00, 0.00, 0.00, 0.00, 0.00, 0.00, 0.00, 0.00, 0.00, 0.00, 0.00, 0.00, 0.00, 0.00, 0.00, 0.00, 0.00, 2.87, 0.04, -0.01, 0.04, 0.02, 0.10, 0.03, 0.02, 0.03, -0.13, 0.00, 0.00, -0.01, 0.00, -0.04, 0.03, 0.04, 0.03, -0.03, -0.01, -0.03, 0.00, 0.03, 0.04, 0.01, 0.00, -0.02, 0.00, 0.00, 0.02, -0.13, 0.00, 0.00, 0.00, 0.00, 0.01, 0.00, 0.00, 0.01, 0.00, 0.00, 0.00, 0.00, 0.00, 0.00, 0.00, 0.00, 0.00, 0.00, 0.00, 0.00, 0.00, 0.00, 0.00, 0.00, 0.00, 0.00, 0.00, 0.00, 0.00, 0.00, 0.00, 0.00, -0.01, 0.00, 0.00],
  "multiplicity": 4,
  "e_above_lowest_kj_mol": 142.34,
  "total_charge": 2,
  "gap_ev": [4.6, 5.0]
}